#1
# C3H4N2S

C3H4N2S in the gas phase (ωB97M-V with the def2-TZVPD basis set, OMol25).

Summary:
SMILES: C=NSCC#N
Frontier orbital gap, eV: 10.01

Each line ends with the natural charge from an NBO analysis.
Cartesian coordinates (Å):
C (2.49558, -0.26824, -0.11738)  -0.063
C (-1.26546, 0.46008, 0.09947)  -0.634
C (-2.62575, -0.12814, -0.00494)  0.267
H (3.35615, 0.34907, -0.07974)  0.184
H (2.62955, -1.33396, -0.30259)  0.149
H (-1.11485, 1.11217, -0.77748)  0.267
H (-1.13656, 1.00451, 1.02469)  0.264
N (1.34180, 0.20506, 0.08612)  -0.561
N (-3.69961, -0.55382, -0.07957)  -0.297
S (0.01914, -0.84671, 0.15141)  0.425

#2
# C3H4N2S

2 unconnected molecules or ions with the total composition C3H4N2S (ωB97M-V with the def2-TZVPD basis set, OMol25).

Summary:
SMILES: C=C=C=N.N=S
Frontier orbital gap (spin up / spin down), eV: 7.31 / 7.32

Each line ends with the natural charge from an NBO analysis.
Cartesian coordinates (Å):
C (-0.25076, -0.82305, -0.44877)  0.318
C (-2.13133, 0.67165, 0.53572)  -0.353
C (-1.26819, -0.14202, -0.01556)  -0.163
N (0.71975, -1.59978, -0.50441)  -0.650
N (2.64657, 0.69510, -0.13949)  -0.729
S (1.69710, 1.48282, 0.80027)  0.388
H (-2.79600, 1.28327, -0.16911)  0.232
H (-2.06139, 0.61948, 1.64402)  0.233
H (2.42299, -0.26932, -0.26090)  0.352
H (1.02125, -1.91816, -1.44178)  0.371

Stability, highest: #1

#1
# C3H4N2S

C3H4N2S in the gas phase (ωB97M-V with the def2-TZVPD basis set, OMol25).

Summary:
SMILES: Sc1cnc[nH]1
Frontier orbital gap, eV: 8.05

Each line ends with the natural charge from an NBO analysis.
Cartesian coordinates (Å):
C (0.71910, -0.06475, -0.12491)  -0.075
C (-0.15460, 1.07943, -0.17527)  -0.118
C (-1.44571, -0.60014, -0.18290)  0.131
H (2.30244, 1.35655, 0.56306)  0.182
H (0.32569, 2.03176, 0.15238)  0.199
H (-2.38291, -1.22741, -0.09338)  0.203
H (-0.19972, -2.08579, 0.11748)  0.426
N (-1.50084, 0.74846, -0.10866)  -0.430
N (-0.16485, -1.10354, 0.00891)  -0.540
S (2.50140, -0.13455, -0.15671)  0.023

#2
# C3H4N2S

C3H4N2S in the gas phase (ωB97M-V with the def2-TZVPD basis set, OMol25).

Summary:
SMILES: C#CC(=S)NN
Frontier orbital gap, eV: 8.86

Each line ends with the natural charge from an NBO analysis.
Cartesian coordinates (Å):
C (0.09651, 0.10869, 0.05607)  0.021
C (1.06787, 1.17900, -0.38374)  -0.068
C (1.76308, 2.02381, -0.88560)  -0.181
H (-1.10751, -2.20833, -0.45092)  0.370
H (-2.28778, -1.04431, -0.40465)  0.361
H (-0.44157, -0.02877, -1.96064)  0.407
H (2.17172, 2.84288, -1.45975)  0.248
N (-1.49116, -1.37040, -0.97790)  -0.647
N (-0.65872, -0.25434, -0.98399)  -0.398
S (-0.05315, -0.50358, 1.58054)  -0.112

Stability, highest: #1

#1
# H3N3O2S

H3N3O2S in the gas phase (ωB97M-V with the def2-TZVPD basis set, OMol25).

Summary:
SMILES: N/N=[N+](\[O-])OS
Frontier orbital gap, eV: 9.50

Each line ends with the natural charge from an NBO analysis.
Cartesian coordinates (Å):
N (-1.66836, 0.47395, 0.95877)  -0.614
N (-0.54068, 0.97275, 0.45252)  -0.070
N (0.02403, 0.26363, -0.38849)  0.489
O (-0.26966, -0.86266, -0.69492)  -0.497
O (1.34214, 0.72483, -0.69371)  -0.507
S (2.26836, -0.29379, -1.62278)  0.335
H (-1.73354, 0.72570, 1.88009)  0.373
H (-1.64407, -0.59102, 0.82034)  0.369
H (2.22178, -1.41340, -0.71182)  0.121

#2
# H3N3O2S

H3N3O2S in the gas phase (ωB97M-V with the def2-TZVPD basis set, OMol25).

Summary:
Frontier orbital gap (spin up / spin down), eV: 9.03 / 9.03

Each line ends with the natural charge from an NBO analysis.
Cartesian coordinates (Å):
N (-0.27060, -0.20161, 0.02522)  -0.635
N (1.57056, -0.12938, -1.32997)  -0.515
N (0.53705, 0.52314, -0.89742)  0.076
O (-0.54802, 1.37620, 1.90155)  -0.929
O (-2.23705, -0.47087, 1.36384)  -0.873
S (-1.32753, 0.83007, 0.86113)  1.609
H (2.26268, 0.37693, -1.81264)  0.395
H (1.68266, -1.11953, -1.25169)  0.384
H (-1.66975, -1.18496, 1.13998)  0.487

#3
# H3N3O2S

H3N3O2S in the gas phase (ωB97M-V with the def2-TZVPD basis set, OMol25).

Summary:
SMILES: NN(S)[N+](=O)[O-]
Frontier orbital gap, eV: 9.37

Each line ends with the natural charge from an NBO analysis.
Cartesian coordinates (Å):
N (0.09221, -0.68495, -0.76241)  -0.634
N (-0.63725, 0.27769, -0.18890)  -0.179
N (-1.33869, 1.15764, -0.87778)  0.598
O (-1.17746, 1.11886, -2.11034)  -0.428
O (-2.08855, 1.88043, -0.26782)  -0.397
S (-0.44890, 0.60441, 1.73200)  0.110
H (1.03585, -0.56414, -0.96283)  0.384
H (-0.47087, -1.54143, -0.98975)  0.387
H (-1.77308, 0.07084, 1.96166)  0.159

Stability, highest: #2

#1
# CH4N4

2 unconnected molecules or ions with the total composition CH4N4 (ωB97M-V with the def2-TZVPD basis set, OMol25).

Summary:
Frontier orbital gap (spin up / spin down), eV: 8.83 / 8.71

Each line ends with the natural charge from an NBO analysis.
Cartesian coordinates (Å):
C (0.38753, 0.35980, -1.17329)  -0.595
N (-0.88463, -0.18577, 3.31733)  -0.542
N (0.45814, 0.51245, 0.21029)  -0.118
N (-1.37210, 0.04483, 2.25404)  0.268
N (-1.63215, 0.25190, 1.18352)  -0.077
H (0.92600, -0.54147, -1.67655)  0.225
H (0.85024, 1.43625, -1.63043)  0.229
H (-0.70945, 0.41708, -1.54180)  0.243
H (-1.44651, -0.66701, 3.94198)  0.366

#2
# CH4N4

CH4N4 in the gas phase (ωB97M-V with the def2-TZVPD basis set, OMol25).

Summary:
Frontier orbital gap (spin up / spin down), eV: 8.76 / 8.51

Each line ends with the natural charge from an NBO analysis.
Cartesian coordinates (Å):
C (0.77464, -0.61295, -0.82312)  0.136
N (1.66701, -1.26740, -0.18072)  -0.273
N (0.37618, -0.23970, 1.32542)  -0.317
N (-0.04793, 0.05192, -0.01011)  -0.168
N (-0.98002, 1.03337, -0.25817)  -0.622
H (0.65983, -0.63377, -1.90713)  0.207
H (0.01248, -1.15024, 1.61266)  0.317
H (-0.62478, 1.95930, -0.01853)  0.359
H (-1.83740, 0.85947, 0.25971)  0.362

Stability, highest: #2

#1
# C4H14N3

2 unconnected molecules or ions with the total composition C4H14N3 (ωB97M-V with the def2-TZVPD basis set, OMol25).

Summary:
Multiplicity: 2
Frontier orbital gap (spin up / spin down), eV: 5.53 / 9.71

Each line ends with the Mulliken spin population.
Cartesian coordinates (Å):
C (0.48632, -0.15775, 2.36133)  0.095
C (-0.18791, -1.42161, 0.39664)  0.911
N (0.29161, -1.39505, 1.66159)  -0.072
N (-1.49820, -1.00327, 0.09507)  0.084
N (0.42560, -2.17810, -0.60999)  0.061
H (0.63981, -2.21083, 2.15135)  -0.030
H (-2.18746, -0.84842, 0.80394)  -0.008
H (-1.91936, -0.95550, -0.80331)  -0.014
H (1.42425, -2.06846, -0.71530)  0.017
H (0.01307, -2.13283, -1.53461)  -0.004
H (-0.13472, 0.03106, 3.24517)  0.011
H (0.40511, 0.74958, 1.77374)  -0.032
H (1.51318, -0.14678, 2.78482)  -0.013
C (0.78649, 1.48449, -1.71678)  -0.004
C (-0.60679, 1.91849, -1.20190)  0.009
H (1.02801, 2.13553, -2.54984)  0.000
H (1.51800, 1.55255, -0.91389)  -0.007
H (0.81463, 0.44987, -2.05713)  0.005
H (-0.76382, 2.99073, -1.35216)  -0.001
H (-1.38537, 1.35718, -1.70110)  -0.003
H (-0.66247, 1.84911, -0.11762)  -0.006

#2
# C4H14N3

2 unconnected molecules or ions with the total composition C4H14N3 (ωB97M-V with the def2-TZVPD basis set, OMol25).

Summary:
Multiplicity: 2
Frontier orbital gap (spin up / spin down), eV: 3.33 / 7.87

Each line ends with the Mulliken spin population.
Cartesian coordinates (Å):
C (1.49789, -0.21766, 3.05538)  -0.053
C (-0.68708, 0.72614, 2.82067)  0.627
N (0.34604, 0.11498, 2.24423)  0.308
H (1.33121, 0.13613, 4.07978)  0.031
H (2.41628, 0.29852, 2.74642)  0.032
H (1.69874, -1.28622, 2.89338)  0.008
H (-1.51694, 0.90639, 2.14090)  0.013
H (-0.66734, 1.08544, 3.84908)  0.038
N (0.66698, -0.41984, -0.39418)  0.036
C (-0.52662, -0.13366, -1.24025)  0.004
C (-0.17788, -0.16053, -2.71026)  0.006
N (-1.34635, 0.23257, -3.47560)  0.000
H (1.07356, -1.34983, -0.59691)  0.000
H (1.37537, 0.26695, -0.66100)  -0.018
H (0.53532, -0.25925, 0.67746)  -0.036
H (-1.33776, -0.82851, -1.02518)  0.000
H (-0.86589, 0.86954, -0.97222)  0.004
H (0.62850, 0.56932, -2.88435)  -0.002
H (0.22896, -1.15083, -2.97741)  0.001
H (-1.18370, 0.32329, -4.46961)  0.000
H (-2.00824, -0.53494, -3.38705)  0.000

Stability, highest: #1